Entry 1:
C48H48Br2HfN5O5S as an isolated structure. Source: the Open Molecules 2025 dataset; level of theory: wB97M-V/def2-TZVPD.

Each line ends with the Löwdin charge.
Element x y z (Å)
Hf -0.70 0.14 0.17  1.503
Br -4.90 8.35 2.39  0.754
Br -4.82 5.43 -2.25  0.852
S -2.31 1.06 -1.56  0.667
O -2.56 3.51 -0.42  -0.040
O -1.17 0.96 1.93  -0.183
O -2.15 -1.11 0.73  -0.214
O -4.27 -0.41 1.14  0.123
O -3.03 1.19 3.20  0.124
N -4.48 2.68 -1.36  0.006
N -1.75 4.11 1.94  0.151
N -2.61 3.42 -2.74  0.016
N 0.22 -0.87 -1.45  -0.100
N 1.12 -0.52 1.05  -0.079
C -3.10 -0.34 1.31  -0.561
C -4.16 6.85 1.50  -0.625
C 3.75 -2.63 1.52  -0.018
C 2.12 -2.68 -1.69  -0.084
C 1.03 1.98 -2.62  -0.078
C -3.14 4.62 0.05  -0.215
C 2.07 -0.45 5.16  -0.085
C -3.19 -2.93 -1.97  -0.062
C 2.02 2.59 1.44  -0.050
C -1.37 -2.52 3.60  -0.052
C -1.67 -3.03 -2.06  -0.370
C 3.08 -3.09 -0.72  -0.095
C -0.19 -1.08 -2.80  -0.237
C 1.27 -1.67 -1.01  -0.213
C 2.89 -2.37 0.49  -0.092
C 2.18 -3.26 -2.93  -0.016
C 2.76 0.30 -3.29  -0.050
C -2.79 6.17 3.47  -0.045
C 1.72 -1.51 0.26  -0.220
C -2.44 0.71 2.28  -0.531
C -0.12 -0.43 -5.11  -0.049
C 3.89 0.96 1.01  -0.051
C -1.04 -1.42 -5.43  -0.085
C 0.32 -0.24 -3.81  -0.141
C -3.21 6.01 2.14  -0.187
C -1.39 4.27 3.18  -0.118
C -1.90 5.30 4.01  -0.042
C -2.68 4.93 1.40  -0.115
C 0.90 -1.48 3.31  -0.134
C 2.59 0.51 4.30  -0.050
C 3.20 -4.23 -3.18  -0.074
C 1.23 -1.42 4.66  -0.043
C -0.04 -2.57 2.84  -0.365
C 4.12 -4.60 -2.24  -0.039
C 2.29 0.50 2.94  -0.135
C 0.58 -3.96 2.94  -0.048
C 4.07 -4.01 -0.94  -0.169
C 4.96 -4.26 0.15  -0.040
C 1.44 -0.50 2.44  -0.190
C -1.53 -2.24 -4.43  -0.047
C -4.55 6.59 0.23  -0.203
C -1.23 -4.48 -2.31  -0.053
C 2.96 1.56 2.08  -0.350
C 4.79 -3.59 1.32  -0.077
C -3.04 2.76 -1.53  -0.939
C -1.11 -2.09 -3.11  -0.153
C 1.37 0.86 -3.61  -0.350
C -4.05 5.48 -0.51  -0.517
H -0.15 -4.57 -2.34  0.064
H -3.19 6.99 4.06  0.073
H 1.62 3.29 2.19  0.072
H 0.81 -2.17 5.33  0.107
H 1.77 2.77 -2.71  0.080
H -2.84 4.40 -2.72  -0.028
H 1.17 2.12 0.96  0.030
H -0.27 -2.39 1.79  0.099
H -2.25 -3.02 -4.67  0.106
H 1.08 1.62 -1.59  0.031
H 1.49 -2.99 -3.72  0.107
H 5.77 -4.99 0.04  0.101
H -3.51 -1.90 -1.78  0.062
H -3.04 3.00 -3.56  0.076
H -1.27 -2.73 -1.09  0.102
H 4.52 1.74 0.58  0.077
H -4.88 2.23 -2.18  0.078
H -1.61 -5.13 -1.52  0.078
H 2.80 -0.08 -2.27  0.066
H 3.02 -0.52 -3.96  0.078
H 4.88 -5.34 -2.47  0.102
H 3.66 -2.12 2.48  0.108
H 3.24 -4.68 -4.17  0.095
H -1.63 -4.84 -3.26  0.074
H -0.67 3.56 3.57  0.109
H 3.24 1.28 4.69  0.103
H -1.24 -2.87 4.63  0.075
H -3.56 -3.54 -1.14  0.081
H 3.51 1.09 -3.39  0.077
H 0.04 2.41 -2.79  0.048
H -0.13 -4.72 2.59  0.080
H -1.57 5.38 5.04  0.104
H 1.49 -4.05 2.35  0.067
H -3.67 -3.28 -2.89  0.071
H -5.27 7.24 -0.25  0.074
H 1.43 1.34 -4.58  0.116
H -4.66 2.05 -0.58  0.081
H 3.59 2.12 2.77  0.116
H 3.32 0.50 0.20  0.064
H 0.26 0.21 -5.90  0.104
H 2.55 3.18 0.69  0.080
H 2.31 -0.42 6.22  0.095
H -1.37 -1.55 -6.46  0.094
H -2.10 -3.17 3.12  0.086
H 4.54 0.19 1.44  0.076
H -1.78 -1.51 3.64  0.074
H 5.47 -3.78 2.15  0.095
H 0.82 -4.19 3.99  0.075

Values from the calculation:
- HOMO: -4.067 eV
- Orbital gap: 0.226 Eh
- Charge: -1
- Multiplicity: 1

Entry 2:
C48H48Cl3CsN12O5 as an isolated structure. Source: the Open Molecules 2025 dataset; level of theory: wB97M-V/def2-TZVPD.

Each line ends with the Löwdin charge.
Element x y z (Å)
Cs 0.14 -0.62 0.36  1.492
Cl -2.23 -0.52 4.78  0.673
Cl -0.40 -7.28 1.99  0.633
Cl 0.92 3.60 6.18  0.622
O -1.49 0.22 1.99  -0.445
O -0.05 -2.17 -3.90  0.005
O 1.89 -4.03 0.92  -0.059
O 0.44 -2.90 -0.38  -0.428
O -5.70 -0.93 -0.50  -0.041
N -2.79 1.99 -0.19  0.112
N 1.64 3.45 -2.51  -0.105
N -4.09 -1.75 -2.98  0.116
N 0.25 2.24 1.23  0.036
N 4.28 -0.88 0.98  0.070
N -3.62 -2.00 -1.74  -0.104
N 4.48 0.40 0.62  -0.082
N -2.45 -0.28 -2.45  0.100
N 0.40 3.99 -2.56  0.069
N 2.48 -1.73 -1.71  0.000
N 2.70 -2.82 -0.80  -0.027
N 4.01 2.53 -1.24  0.057
C -0.03 2.05 2.55  -0.175
C -3.77 -5.25 2.66  -0.063
C -7.60 -2.34 1.17  -0.044
C -6.66 -2.98 0.16  -0.514
C 2.66 5.62 -2.75  -0.004
C 1.61 2.10 -2.67  -0.066
C 3.96 3.79 -1.73  -0.264
C 0.75 -2.62 -4.54  -0.014
C 3.71 6.53 -2.60  -0.310
C 3.17 0.49 2.39  -0.074
C -2.11 -3.67 2.00  -0.018
C 5.01 4.74 -1.61  -0.048
C -0.60 1.58 5.25  -0.158
C -4.69 -1.81 1.46  -0.097
C 0.54 2.87 3.56  -0.197
C -2.65 -1.12 -1.45  -0.211
C -1.16 -4.68 1.87  -0.060
C 3.83 1.25 1.45  -0.062
C -3.81 1.60 0.22  0.001
C 1.66 4.08 1.81  -0.050
C 6.53 -0.09 -0.54  -0.002
C -4.43 -2.82 2.59  -0.132
C -2.85 -6.28 2.54  -0.120
C 6.18 2.02 -2.26  -0.045
C 7.29 1.20 -2.37  -0.079
C 1.07 3.20 0.88  -0.130
C 8.67 -0.80 -1.66  -0.080
C -0.96 0.95 2.88  -0.487
C 2.78 4.30 -2.34  -0.124
C -7.34 -2.94 -1.22  -0.047
C 5.41 0.72 -0.42  -0.126
C -4.29 -2.90 -0.83  -0.027
C 0.29 1.74 -2.82  -0.084
C 3.56 7.97 -3.02  -0.081
C 1.40 3.91 3.14  -0.040
C 5.17 1.82 -1.29  -0.256
C 0.23 2.61 4.92  -0.626
C -5.32 -2.17 0.10  -0.405
C -1.56 -5.98 2.14  -0.648
C 1.60 -3.30 -0.05  -0.845
C -3.35 -0.73 -3.37  -0.219
C 3.48 -0.84 2.03  -0.171
C -3.42 -3.93 2.38  -0.224
C -0.41 2.96 -2.76  -0.186
C -6.45 -4.45 0.54  -0.034
C -1.17 0.77 4.27  -0.581
C 4.88 6.05 -2.02  -0.079
C 7.49 0.12 -1.52  -0.310
H -3.53 -3.41 -0.24  0.128
H -0.14 -4.45 1.58  0.079
H 1.84 4.56 3.88  0.081
H -0.83 1.38 6.29  0.095
H -6.12 -4.57 1.57  0.049
H -7.24 -2.44 2.20  0.075
H 3.14 -1.76 2.48  0.107
H -8.27 -3.51 -1.17  0.080
H -3.75 -1.28 1.26  0.101
H -6.73 -3.38 -2.01  0.079
H -8.58 -2.84 1.12  0.082
H -7.74 -1.28 0.95  0.090
H -2.10 -1.14 -0.52  0.011
H -1.48 3.12 -2.84  0.092
H -5.33 -1.04 1.89  0.124
H 4.53 8.47 -3.04  0.062
H 2.33 4.86 1.45  0.108
H 3.48 -2.66 -0.19  0.078
H 9.45 -0.34 -2.27  0.062
H 3.12 8.05 -4.02  0.068
H 8.40 -1.74 -2.14  0.071
H 2.91 8.53 -2.34  0.070
H -3.12 -7.31 2.75  0.094
H 1.29 3.30 -0.17  0.086
H 5.93 4.40 -1.15  0.106
H -1.80 -2.64 1.82  0.096
H 6.62 -0.91 0.16  0.111
H -4.77 -3.64 -1.46  0.109
H 8.01 1.41 -3.16  0.098
H -5.12 -0.22 -0.19  0.018
H -0.11 0.75 -2.95  0.059
H -5.72 -4.96 -0.10  0.088
H 6.05 2.84 -2.97  0.101
H 2.52 1.54 -2.62  0.110
H -7.40 -4.99 0.43  0.086
H 3.38 -1.31 -1.90  0.067
H 1.73 5.93 -3.20  0.104
H -4.78 -5.48 2.99  0.100
H -7.56 -1.92 -1.52  0.085
H -4.07 -2.21 3.42  0.084
H 5.72 6.72 -1.88  0.097
H -3.47 -0.29 -4.35  0.100
H -5.37 -3.26 2.94  0.090
H 2.54 0.84 3.19  0.090
H 3.88 2.31 1.28  0.108
H -1.85 2.19 -0.47  0.052
H 1.88 -1.02 -1.30  -0.074
H 9.11 -1.04 -0.69  0.067

Values from the calculation:
- HOMO: -2.081 eV
- Orbital gap: 0.211 Eh
- Charge: -2
- Multiplicity: 1

Entry 3:
A 16-piece molecular cluster, C48H48F16O48 overall. Source: the Open Molecules 2025 dataset; level of theory: wB97M-V/def2-TZVPD.

Each line ends with the Löwdin charge.
Element x y z (Å)
F -0.10 -2.71 -4.45  0.090
F 3.64 6.04 -2.79  0.102
F -0.18 -4.42 3.92  0.129
F 7.97 -2.69 1.96  0.055
F -0.07 3.55 2.19  0.102
F 5.44 -0.04 -0.95  0.105
F 1.87 -0.17 2.74  0.083
F -6.30 -0.77 0.62  0.104
F -5.21 6.08 -0.50  0.051
F -0.27 -7.22 1.48  0.096
F 0.12 2.67 -5.28  0.150
F 6.75 -1.19 -6.18  0.063
F -1.67 0.04 1.85  0.102
F -3.24 5.35 5.66  0.114
F -2.64 3.83 -4.32  0.098
F -2.03 -3.02 5.37  0.099
O -0.01 3.86 -1.10  0.143
O 6.20 -4.25 -1.11  0.111
O -0.67 5.39 1.34  0.080
O -2.04 6.95 2.43  0.144
O 6.07 -2.15 -1.61  0.181
O 1.03 -4.82 2.07  0.148
O -0.57 -8.67 -1.22  0.055
O -5.14 1.81 -4.75  0.082
O 5.47 0.67 3.48  0.158
O 2.32 2.20 -5.02  0.140
O 3.09 0.06 6.65  0.135
O -3.41 -0.95 8.45  0.077
O 2.16 -3.06 2.57  0.057
O -4.74 -3.05 2.05  0.096
O -3.71 -1.86 6.26  0.143
O 2.01 0.49 -0.40  0.167
O 4.23 -3.07 -1.11  0.096
O -3.01 1.78 -5.11  0.158
O 4.87 -1.50 3.01  0.061
O 1.53 -8.03 -2.12  0.175
O -3.99 -0.16 -4.45  0.153
O 1.19 -3.24 0.45  0.110
O -1.95 -4.52 -2.47  0.065
O 3.89 1.86 -3.45  0.163
O 0.47 4.70 -3.19  0.075
O -1.55 2.52 4.34  0.119
O 2.70 1.54 5.04  0.044
O -2.58 -2.54 1.62  0.146
O 3.17 -2.28 -4.38  0.130
O -4.03 3.07 -0.68  0.068
O -0.16 6.13 3.38  0.051
O 1.34 -0.19 5.05  0.095
O -3.93 2.74 4.81  0.044
O -2.15 -2.53 -3.48  0.102
O -0.04 -0.32 -1.02  0.061
O 3.64 -0.63 -6.03  0.044
O -4.01 -4.02 -3.26  0.184
O 7.05 -1.01 3.23  0.121
O -2.02 -0.50 6.70  0.114
O -2.67 4.26 3.80  0.164
O -4.33 -1.75 0.37  0.142
O 0.13 0.98 0.72  0.135
O -4.56 2.40 1.41  0.155
O 1.83 1.00 -3.23  0.056
O 0.56 -6.83 -0.50  0.149
O 1.99 4.82 -1.67  0.137
O -4.09 4.59 0.90  0.129
O 4.91 -2.41 -5.90  0.108
C -0.71 -3.93 -2.49  -0.103
C -4.26 3.28 0.62  -0.544
C -1.25 0.59 0.71  -0.275
C -3.67 5.00 4.46  -0.275
C 5.55 -2.39 2.20  -0.081
C 4.62 -0.48 -6.98  -0.125
C 0.82 0.43 -0.25  -0.523
C -3.09 -1.05 7.21  -0.444
C 1.57 5.47 -3.68  -0.056
C 1.08 5.51 2.91  0.008
C 0.62 -7.84 -1.36  -0.450
C 2.11 -3.84 3.72  -0.066
C 2.81 1.65 -3.93  -0.589
C -3.35 3.12 -5.21  -0.318
C -5.71 -1.87 0.26  -0.343
C -1.02 6.30 2.34  -0.493
C 2.74 5.04 -2.84  -0.306
C -4.01 1.03 -4.75  -0.523
C -2.62 3.14 4.31  -0.506
C 0.94 -4.87 3.47  -0.306
C 0.98 1.75 -5.26  -0.357
C -1.28 -0.33 -0.47  -0.114
C 2.45 0.35 5.66  -0.498
C 1.67 1.83 4.06  -0.044
C 5.51 -3.24 -1.28  -0.641
C 0.76 4.32 -1.93  -0.495
C -2.85 -1.98 5.21  -0.378
C -0.65 -6.89 0.27  -0.316
C -1.40 -8.06 -0.36  -0.158
C 1.36 -3.67 1.63  -0.493
C -4.85 3.17 -4.94  -0.063
C 3.75 -1.87 -5.41  -0.401
C -2.89 -3.70 -3.03  -0.423
C 5.64 -1.58 -6.88  -0.221
C 5.74 -0.50 3.29  -0.459
C 1.16 0.44 3.74  -0.255
C -0.79 -2.70 -3.29  -0.372
C -3.73 4.30 -1.37  -0.043
C -5.98 -2.90 1.37  -0.039
C -4.04 5.35 -0.35  -0.239
C 3.84 -1.74 -1.25  -0.060
C -2.03 -0.72 5.30  -0.051
C 0.68 0.81 -4.11  -0.009
C -4.73 3.90 4.77  -0.074
C 0.49 4.64 1.74  -0.325
C 6.96 -2.38 2.85  -0.257
C -3.76 -2.51 1.33  -0.532
C 5.14 -1.10 -1.70  -0.307
H 3.00 -4.45 3.83  0.135
H 7.00 -3.12 3.64  0.167
H 3.00 -1.86 -1.94  0.131
H -5.45 3.79 -5.60  0.139
H -3.25 6.09 -0.48  0.168
H 4.09 -0.59 -7.93  0.138
H -6.21 -2.11 -0.67  0.178
H 5.60 -2.11 1.15  0.130
H 0.72 -0.22 -4.45  0.127
H -5.20 3.74 -4.08  0.119
H 0.10 0.46 3.50  0.131
H 2.21 2.28 3.22  0.139
H -3.96 5.89 3.91  0.171
H -5.47 3.76 3.98  0.127
H -5.33 3.97 5.67  0.141
H -1.80 1.51 0.54  0.162
H 1.12 -5.83 3.97  0.179
H 1.01 2.56 4.53  0.123
H -6.38 -3.80 0.90  0.135
H -6.79 -2.57 2.02  0.143
H -0.04 -4.69 -2.89  0.154
H -3.18 3.48 -6.23  0.173
H 1.45 4.75 3.61  0.130
H 1.02 1.28 -6.25  0.173
H -1.72 -1.24 -0.08  0.120
H 5.95 -2.00 -7.83  0.171
H 3.22 4.17 -3.28  0.155
H 3.56 -1.27 -0.31  0.124
H 1.73 6.25 2.45  0.141
H -2.53 0.13 4.84  0.130
H -2.02 -0.03 -1.21  0.147
H 5.03 -3.35 2.30  0.140
H -3.31 -1.99 4.22  0.158
H 5.02 -0.82 -2.74  0.158
H -2.67 4.20 -1.61  0.127
H -1.36 -6.08 0.40  0.171
H 4.99 0.54 -7.02  0.154
H 1.85 5.08 -4.66  0.135
H -0.44 -1.88 -2.66  0.144
H -4.30 4.47 -2.29  0.119
H -0.31 -3.82 -1.48  0.125
H 1.41 6.54 -3.72  0.152
H -2.26 -7.72 -0.95  0.135
H -1.06 -0.95 4.86  0.130
H 1.27 4.49 0.98  0.155
H -0.26 1.01 -3.60  0.143
H 1.90 -3.26 4.62  0.145
H -1.82 -8.76 0.36  0.144

Values from the calculation:
- HOMO: -10.155 eV
- Orbital gap: 0.365 Eh
- Charge: 0
- Multiplicity: 1

Entry 4:
C48H48N2O2P2PtS3 as an isolated structure. Source: the Open Molecules 2025 dataset; level of theory: wB97M-V/def2-TZVPD.

Each line ends with the Löwdin charge.
Element x y z (Å)
Pt 0.31 -0.79 -0.34  0.682
S -1.81 0.21 -1.02  0.808
S -0.92 1.05 2.44  0.980
S 2.63 -0.37 0.00  0.682
P 0.06 -0.43 -3.50  1.090
P -1.04 -2.25 0.94  0.994
O 0.07 0.92 1.29  -0.637
O -1.80 1.68 -1.04  -0.402
N 3.23 1.35 1.95  -0.144
N 2.50 2.30 -0.09  -0.151
C 1.81 0.12 -7.10  -0.065
C -1.41 4.91 1.40  -0.047
C 0.99 -4.70 -1.99  -0.054
C -2.61 3.08 3.12  -0.079
C -0.45 -4.97 1.05  -0.079
C -0.71 -6.31 0.82  -0.057
C 1.08 -2.17 -7.08  -0.059
C -1.19 -2.08 3.79  -0.085
C -4.56 -0.64 -3.85  -0.039
C -1.52 2.72 2.34  -0.392
C -2.69 -1.50 0.96  -0.359
C -4.86 -1.22 2.00  -0.023
C -0.29 -4.42 -2.48  -0.061
C -0.40 -2.21 2.65  -0.363
C 1.54 -2.37 -2.21  -0.211
C -0.92 3.61 1.47  -0.069
C 1.53 -2.57 4.06  -0.068
C -2.58 -0.34 -2.54  -0.344
C 3.04 3.65 0.10  -0.017
C -1.76 -0.48 -3.66  -0.362
C -0.62 -2.18 5.05  -0.058
C -1.88 -6.70 0.17  -0.052
C 1.90 -3.67 -1.84  -0.057
C -2.48 5.29 2.19  -0.050
C 1.72 2.10 -1.32  -0.096
C 0.13 1.19 3.87  -0.178
C 3.24 2.59 2.75  -0.028
C -3.70 -1.96 1.80  -0.081
C -3.96 -0.43 -2.62  -0.045
C -0.66 -3.14 -2.81  -0.094
C -1.36 -4.00 0.62  -0.343
C -3.08 4.38 3.05  -0.055
C -5.02 0.01 1.37  -0.025
C 0.67 -0.77 -5.17  -0.395
C 2.77 1.25 0.70  -0.618
C -2.39 -0.66 -4.89  -0.049
C 0.57 -2.00 -5.80  -0.085
C 3.69 0.16 2.67  -0.063
C -4.06 0.45 0.47  -0.070
C 1.30 0.29 -5.82  -0.098
C -3.78 -0.74 -4.99  -0.030
C -2.94 -0.33 0.24  -0.400
C 0.26 -2.08 -2.70  -0.449
C -2.79 -5.74 -0.25  -0.061
C 0.74 -2.44 5.19  -0.055
C 1.70 -1.11 -7.72  -0.058
C 0.97 -2.44 2.80  -0.139
C -2.53 -4.39 -0.03  -0.097
H 1.40 1.25 -5.32  0.098
H -0.01 -7.06 1.17  0.117
H 2.30 0.95 -7.60  0.112
H 0.64 0.23 3.97  0.043
H -0.99 -5.24 -2.61  0.116
H -4.58 -0.34 -1.74  0.102
H -1.24 -2.08 5.93  0.118
H -4.18 1.39 -0.06  0.132
H -3.70 -6.03 -0.75  0.117
H 2.91 -3.87 -1.49  0.118
H -5.90 0.60 1.56  0.124
H 2.86 4.21 -0.81  0.093
H 3.02 -0.67 2.48  0.019
H 4.12 3.61 0.25  0.106
H -2.08 -7.74 0.01  0.117
H 0.45 -4.69 1.58  0.103
H 4.70 -0.12 2.36  0.105
H -2.24 -1.88 3.71  0.092
H 3.70 0.38 3.73  0.091
H 2.19 1.36 -1.96  0.048
H 1.27 -5.71 -1.74  0.118
H 0.10 -2.84 -5.30  0.104
H 2.10 -1.24 -8.72  0.114
H 1.68 3.05 -1.84  0.095
H -2.85 6.30 2.13  0.117
H 1.17 -2.54 6.18  0.118
H -1.65 -2.96 -3.21  0.114
H 0.83 2.00 3.73  0.045
H -3.58 -2.91 2.31  0.124
H -0.11 3.27 0.83  0.094
H 2.57 4.19 0.92  0.082
H -0.96 5.62 0.72  0.115
H -3.09 2.35 3.77  0.116
H 1.01 -3.13 -7.57  0.113
H -1.79 -0.76 -5.78  0.110
H -4.24 -0.89 -5.95  0.121
H -5.63 -1.60 2.66  0.123
H -3.24 -3.65 -0.37  0.109
H 3.50 2.32 3.76  0.095
H 2.25 3.04 2.76  0.079
H 0.70 1.80 -1.09  0.028
H 3.98 3.31 2.41  0.089
H -3.93 4.68 3.65  0.116
H 2.31 -1.61 -2.26  0.054
H 2.59 -2.78 4.16  0.118
H -0.49 1.37 4.75  0.079
H -5.64 -0.71 -3.92  0.119
H 1.61 -2.52 1.92  0.079

Values from the calculation:
- ⟨S²⟩: 2.010
- HOMO (spin up / spin down): -12.232 / -12.899 eV
- Orbital gap (spin up / spin down): 0.279 / 0.243 Eh
- Charge: +2
- Multiplicity: 3

- multiplicity of number 1 (C48H48Br2HfN5O5S)?
  1

- Which of these has the highest multiplicity?
  C48H48N2O2P2PtS3

- The highest multiplicity belongs to which entry?
  C48H48N2O2P2PtS3

- Which value of multiplicity does entry 4 give?
  3